Entry 1:
{"formula": "C39H42BrF9Ge2N3O3Pt", "method": "ωB97M-V with the def2-TZVPD basis set", "de_lowest_kcal_mol": 198.5, "e_tot_ha": -9646.75648, "orbital_gap_ev": [2.0, 4.9], "total_charge": 0, "homo_energy_ev": [-5.086, -7.950], "s2": 8.7921, "e_lumo_ev": [-3.05, -3.07], "spin_multiplicity": 6, "symbols": ["Pt", "O", "C", "C", "C", "C", "C", "C", "C", "O", "N", "N", "C", "C", "Br", "C", "C", "C", "C", "C", "C", "C", "H", "H", "H", "H", "H", "H", "H", "H", "H", "H", "H", "H", "H", "H", "F", "C", "F", "F", "C", "O", "C", "F", "F", "F", "C", "F", "F", "F", "C", "Ge", "C", "C", "Ge", "C", "C", "C", "C", "C", "C", "C", "C", "C", "C", "C", "C", "H", "H", "H", "H", "H", "H", "H", "H", "H", "H", "H", "H", "H", "H", "H", "H", "H", "H", "H", "C", "C", "C", "C", "N", "H", "H", "H", "H", "H", "H", "H", "H", "H"], "coordinates": [[0.603362, -1.115600, 0.315897], [5.971862, 1.522451, -0.881263], [5.371654, 0.682097, -1.760873], [5.837582, 0.668651, -3.073470], [5.279774, -0.184633, -4.005853], [4.253892, -1.043537, -3.643930], [3.797703, -1.043677, -2.341005], [4.324047, -0.172880, -1.398063], [3.872817, -0.317046, 0.043919], [2.776857, -1.037567, 0.273214], [3.773169, 0.985808, 0.776930], [2.794697, 1.840667, 0.465577], [2.448650, 2.243219, -0.691978], [1.359437, 3.192174, -0.697728], [0.279657, 3.003946, 0.871056], [1.065650, 4.161423, -1.565235], [-0.065103, 5.077175, -1.321026], [0.167343, 6.346542, -0.799881], [-0.896312, 7.161190, -0.454988], [-2.198887, 6.721248, -0.627493], [-2.436207, 5.462913, -1.154540], [-1.375967, 4.645572, -1.497840], [5.519543, 1.476838, -0.022240], [6.656033, 1.321555, -3.330100], [5.660602, -0.193314, -5.014995], [3.831336, -1.725307, -4.366011], [3.046427, -1.741565, -2.009021], [4.718737, -0.825240, 0.564683], [3.686238, 0.786133, 1.773189], [2.887915, 1.944901, -1.643621], [1.703737, 4.331468, -2.424934], [1.183892, 6.677083, -0.641464], [-0.708304, 8.138873, -0.035682], [-3.026287, 7.349341, -0.334486], [-3.449153, 5.108259, -1.284182], [-1.564095, 3.658233, -1.893283], [4.130007, -5.622911, 0.278963], [3.584678, -4.486929, -0.146729], [4.258637, -3.492270, 0.439001], [3.828740, -4.393164, -1.452695], [2.045773, -4.396336, 0.135850], [1.711694, -3.368134, -0.774308], [1.298655, -5.680237, -0.178484], [1.354053, -6.609119, 0.790222], [1.689633, -6.254920, -1.336975], [-0.646394, -4.695577, -0.043571], [1.870605, -4.093512, 1.654835], [1.933916, -2.791093, 1.957740], [2.854876, -4.676654, 2.349851], [0.735634, -4.529179, 2.180824], [-1.025971, 0.960157, 4.769132], [-1.983520, 2.049755, 3.373897], [-3.934686, 2.370307, 3.869345], [-1.245818, 3.917297, 3.536067], [-1.312464, -0.034437, 1.237850], [-2.568292, 0.856775, -0.039323], [-2.126904, 1.114648, -1.331536], [-2.977021, 1.652586, -2.282930], [-4.282321, 1.967837, -1.939799], [-4.736317, 1.713860, -0.656831], [-3.887439, 1.153170, 0.280702], [-2.403321, -1.428647, 2.200302], [-2.044691, -2.740564, 1.917168], [-2.772204, -3.800225, 2.433833], [-3.844583, -3.556420, 3.275530], [-4.193438, -2.251271, 3.588724], [-3.474366, -1.197967, 3.051565], [-0.960419, 1.549341, 5.679195], [-0.020771, 0.751206, 4.415173], [-1.525503, 0.020132, 4.976541], [-3.903601, 2.998153, 4.756343], [-4.507959, 1.479376, 4.099516], [-4.434820, 2.915770, 3.073726], [-1.628791, 4.334396, 4.463155], [-1.562174, 4.549123, 2.712580], [-0.162689, 3.903843, 3.568185], [-1.101630, 0.873732, -1.592374], [-2.631504, 1.829882, -3.291507], [-4.941775, 2.407151, -2.673794], [-5.755896, 1.949373, -0.384613], [-4.252762, 0.922947, 1.270001], [-1.200397, -2.940317, 1.267660], [-2.488126, -4.812983, 2.186760], [-4.393023, -4.380276, 3.712616], [-5.022419, -2.051325, 4.255296], [-3.746335, -0.182982, 3.295651], [-1.669104, -2.668053, -1.947751], [-0.156511, -2.803052, -2.144329], [0.367597, -1.575071, -2.924439], [0.168753, -4.080249, -2.919227], [0.417181, -2.838496, -0.816696], [-2.172769, -2.623740, -2.908924], [-1.896481, -1.765419, -1.378696], [-2.034762, -3.530270, -1.401600], [-0.363662, -1.266864, -3.668926], [1.300075, -1.816146, -3.425371], [0.545594, -0.737320, -2.238678], [-0.237750, -4.016486, -3.922799], [-0.260987, -4.939128, -2.413432], [1.243968, -4.220467, -2.986739]], "atomic_forces_ev_per_a": [[0.690, 0.778, -0.054], [0.161, 0.071, 0.076], [-0.257, -0.295, -0.258], [0.064, 0.105, 0.258], [-0.041, -0.010, 0.017], [0.033, -0.087, -0.112], [0.064, 0.149, 0.133], [-0.021, 0.190, 0.165], [0.310, -0.428, 0.604], [-1.009, -0.362, -0.236], [-0.676, -0.479, -0.677], [2.391, -1.455, 5.949], [-3.362, 3.112, -5.230], [1.821, -3.510, 0.701], [-0.035, 0.257, 0.298], [-0.636, 1.486, -1.347], [-0.021, -0.016, -0.135], [-0.055, -0.050, -0.152], [-0.032, 0.127, 0.047], [-0.028, 0.039, 0.082], [-0.108, -0.020, -0.003], [0.018, 0.080, -0.094], [-0.051, 0.081, -0.144], [0.096, 0.128, -0.063], [0.047, 0.036, -0.136], [-0.035, -0.082, -0.106], [-0.123, 0.024, 0.036], [0.105, 0.338, -0.009], [0.499, 0.246, -0.089], [0.499, 0.505, 0.163], [0.171, 0.013, 0.134], [0.081, 0.027, 0.007], [0.011, 0.088, 0.031], [-0.086, 0.102, -0.005], [-0.085, -0.028, -0.019], [0.064, 0.023, 0.034], [-0.389, -0.514, 0.093], [1.456, 0.281, -0.423], [-0.702, -0.202, 0.003], [-0.310, -0.226, -0.033], [-0.911, 1.735, -0.319], [0.307, -1.084, -0.336], [0.812, -1.978, 0.282], [-1.032, 1.787, -2.083], [-2.064, 1.349, 2.149], [2.856, -3.049, -0.223], [-0.230, 1.305, 1.752], [0.245, -0.736, -0.472], [0.264, -0.481, -0.158], [-0.354, -0.331, -0.318], [-0.256, 0.086, -0.666], [-0.292, 0.745, 1.446], [0.731, -0.350, -0.497], [-0.116, -0.732, -0.461], [-0.764, -1.371, -1.120], [0.326, -0.004, 0.509], [0.366, -0.129, -0.015], [-0.124, -0.103, -0.048], [0.028, 0.022, -0.068], [-0.195, 0.040, 0.079], [0.036, -0.055, 0.152], [0.296, 0.806, 0.114], [0.188, 0.042, -0.229], [-0.045, -0.056, 0.062], [-0.017, -0.068, 0.111], [-0.101, 0.034, 0.100], [-0.085, 0.068, -0.021], [-0.061, 0.211, 0.089], [0.140, -0.025, -0.022], [-0.113, -0.090, -0.051], [0.114, 0.108, 0.105], [0.007, -0.110, 0.005], [0.000, 0.070, -0.081], [-0.155, -0.101, 0.207], [-0.039, 0.058, -0.106], [0.127, 0.004, 0.014], [0.063, 0.068, -0.030], [0.091, 0.017, -0.058], [-0.074, 0.023, -0.058], [-0.069, 0.001, -0.002], [-0.150, 0.036, 0.138], [-0.061, -0.062, 0.059], [0.046, -0.064, -0.042], [-0.047, -0.031, -0.041], [-0.034, -0.024, 0.019], [-0.122, -0.007, 0.065], [0.180, -0.070, 0.342], [-0.104, -0.116, -1.175], [0.100, -0.051, 0.273], [0.001, 0.054, 0.243], [0.011, 2.163, 1.659], [0.041, 0.081, -0.161], [-0.050, 0.013, -0.061], [-0.138, -0.070, 0.112], [-0.054, -0.047, -0.079], [0.142, 0.074, -0.066], [-0.054, -0.086, -0.182], [-0.076, 0.035, -0.136], [-0.162, -0.104, -0.048], [0.111, 0.027, -0.158]]}

---

Entry 2:
{"formula": "C39H42CdFN9O6", "method": "ωB97M-V with the def2-TZVPD basis set", "de_lowest_kcal_mol": 6.6, "e_tot_ha": -2723.25372, "orbital_gap_ev": 4.2, "total_charge": 0, "homo_energy_ev": -5.780, "e_lumo_ev": -1.57, "symbols": ["Cd", "O", "C", "N", "C", "C", "C", "C", "C", "C", "N", "C", "O", "C", "C", "C", "C", "C", "N", "C", "C", "C", "C", "C", "N", "H", "H", "H", "H", "H", "H", "H", "H", "H", "H", "H", "H", "C", "C", "N", "C", "C", "C", "O", "O", "C", "O", "C", "C", "C", "F", "C", "C", "C", "N", "C", "C", "N", "C", "C", "H", "H", "H", "H", "H", "H", "H", "H", "H", "H", "H", "H", "H", "H", "H", "H", "H", "H", "C", "N", "C", "C", "O", "N", "C", "C", "H", "H", "H", "H", "H", "H", "H", "H", "H", "H", "H", "H"], "coordinates": [[0.737657, -1.416583, 2.046886], [1.454013, 2.729649, 3.079543], [1.403127, 1.500902, 2.927321], [0.419010, 0.726574, 2.496524], [-0.912908, 1.125186, 2.277314], [-1.330949, 2.445979, 2.096472], [-2.683565, 2.755047, 1.924327], [-3.632238, 1.745768, 1.928897], [-3.243843, 0.414474, 2.096564], [-1.899379, 0.071120, 2.272484], [-1.423959, -1.232714, 2.480363], [-2.167291, -2.317276, 2.658920], [-3.394254, -2.477663, 2.604487], [-1.323759, -3.552329, 3.023314], [-1.901092, -4.806321, 2.909793], [-1.139810, -5.925798, 3.195263], [0.170238, -5.762484, 3.628710], [0.656250, -4.475836, 3.749962], [-0.061694, -3.388474, 3.448307], [2.656273, 0.694946, 3.341571], [3.786156, 1.393803, 3.736541], [4.914686, 0.692392, 4.126561], [4.888664, -0.695111, 4.117001], [3.724381, -1.319129, 3.719808], [2.629272, -0.649676, 3.349729], [-0.580991, 3.223686, 2.130220], [-2.988122, 3.792667, 1.812488], [-4.684213, 1.982709, 1.807573], [-3.976455, -0.377088, 2.113798], [-2.933061, -4.865413, 2.589859], [-1.562750, -6.919021, 3.094123], [0.801627, -6.610863, 3.866604], [1.667483, -4.301411, 4.107449], [3.740249, 2.474180, 3.725649], [5.809637, 1.220392, 4.434754], [5.752079, -1.283534, 4.406428], [3.661569, -2.402102, 3.690147], [3.001526, 3.777718, -3.040159], [2.279444, 2.598468, -3.683533], [1.590693, 1.747769, -2.714114], [2.261927, 0.679909, -2.174763], [1.750188, -0.187473, -1.281511], [2.674088, -1.229420, -0.683184], [3.505360, -1.743119, -1.459872], [2.559288, -1.389301, 0.571094], [0.352722, -0.091053, -0.938070], [-0.261180, -0.899099, -0.250006], [-0.349188, 1.093040, -1.465999], [-1.665247, 1.296340, -1.067453], [-2.319319, 2.410302, -1.488122], [-3.619390, 2.607340, -1.177565], [-1.684015, 3.387158, -2.242297], [-0.387595, 3.179809, -2.671945], [0.291386, 2.006539, -2.310226], [-2.351761, 4.620655, -2.548483], [-3.124245, 4.628997, -3.779309], [-3.379132, 6.062782, -4.191588], [-4.106066, 6.753726, -3.055326], [-3.313367, 6.692630, -1.763422], [-3.080645, 5.233360, -1.445271], [3.568172, 4.335546, -3.792755], [3.701438, 3.418883, -2.279909], [2.300685, 4.461208, -2.552439], [2.990559, 1.970610, -4.210139], [1.555051, 2.935401, -4.420559], [3.290856, 0.559036, -2.496984], [-2.145592, 0.569343, -0.413893], [0.100609, 3.972117, -3.231027], [-4.091182, 4.108024, -3.665597], [-2.571195, 4.125873, -4.567648], [-3.989892, 6.145605, -5.086117], [-2.439882, 6.588921, -4.330867], [-4.986286, 6.267282, -2.901420], [-4.330328, 7.711342, -3.297176], [-3.888543, 7.200050, -0.994605], [-2.375970, 7.212884, -1.935794], [-4.047679, 4.750039, -1.251087], [-2.493147, 5.155885, -0.533134], [-0.188247, -6.195343, -1.353621], [-0.011896, -4.781191, -1.049784], [-1.257917, -4.023579, -1.005679], [0.969323, -4.403223, -0.135257], [0.703584, -3.627487, 0.780887], [2.210131, -4.974447, -0.300726], [2.779503, -5.195923, -1.634369], [3.227484, -4.738474, 0.730508], [-0.998830, -6.617257, -0.745207], [0.722096, -6.749464, -1.139972], [-0.446734, -6.341500, -2.407582], [-1.654775, -3.916085, -2.017802], [-1.080911, -3.040874, -0.584346], [-2.011917, -4.528507, -0.388717], [2.002036, -5.225755, -2.390007], [3.328048, -6.141575, -1.652726], [3.466002, -4.380741, -1.875349], [2.740710, -4.533869, 1.678376], [3.848870, -3.883757, 0.473013], [3.848208, -5.636702, 0.824922]], "atomic_forces_ev_per_a": [[0.553, -0.552, -0.255], [-0.008, -0.032, -0.020], [-0.060, -0.144, 0.033], [-0.460, 0.364, -0.064], [0.208, -0.168, 0.150], [-0.058, -0.113, 0.026], [0.112, -0.136, 0.016], [0.118, -0.061, -0.008], [0.099, 0.121, -0.028], [0.200, -0.154, 0.054], [-0.296, 0.385, -0.050], [0.048, 0.089, 0.135], [0.066, 0.034, -0.036], [0.293, 0.318, 0.092], [-0.078, -0.227, -0.005], [-0.021, -0.022, 0.027], [-0.062, -0.096, -0.007], [-0.170, 0.326, -0.006], [-0.061, -0.260, -0.178], [-0.209, -0.332, -0.060], [0.169, 0.053, 0.047], [-0.008, 0.040, -0.002], [0.165, 0.091, 0.059], [-0.380, 0.095, -0.134], [0.150, 0.277, 0.010], [0.008, -0.019, 0.004], [0.012, -0.015, 0.022], [0.025, -0.025, 0.004], [-0.013, -0.032, 0.003], [0.045, -0.001, 0.012], [0.012, 0.030, -0.015], [-0.059, 0.060, -0.003], [-0.042, 0.033, -0.059], [0.017, -0.038, 0.001], [-0.024, -0.007, -0.011], [-0.081, 0.063, -0.021], [-0.041, 0.044, -0.031], [0.032, 0.010, 0.059], [0.001, 0.080, 0.307], [-0.066, -0.034, -0.058], [0.025, 0.313, -0.141], [-0.224, -0.047, -0.008], [0.509, -0.194, 0.134], [-0.459, 0.124, 0.622], [0.049, -0.199, -0.548], [0.121, 0.098, 0.133], [-0.063, -0.182, 0.036], [0.091, -0.094, -0.068], [-0.185, -0.327, 0.245], [-0.054, -0.007, -0.036], [-0.225, -0.090, -0.003], [0.032, 0.148, -0.146], [0.067, 0.221, -0.070], [0.213, 0.099, -0.044], [0.029, 0.138, -0.115], [-0.081, -0.066, 0.312], [-0.022, 0.044, 0.181], [0.411, -0.184, 0.007], [0.018, -0.084, -0.144], [0.064, -0.003, -0.170], [-0.089, -0.062, 0.085], [-0.074, 0.058, -0.090], [0.078, -0.073, -0.033], [0.093, -0.104, -0.055], [-0.079, 0.020, -0.102], [-0.073, -0.009, -0.033], [0.091, 0.110, -0.086], [-0.078, -0.117, 0.073], [0.012, -0.066, -0.021], [0.061, -0.021, -0.038], [-0.102, 0.003, -0.011], [0.048, 0.114, 0.009], [-0.222, -0.093, 0.033], [-0.010, 0.253, -0.078], [-0.084, 0.024, 0.031], [0.033, 0.085, -0.081], [-0.003, -0.013, 0.031], [0.028, -0.043, 0.062], [0.043, 0.122, -0.103], [0.100, -0.026, 0.116], [0.033, -0.154, 0.045], [-0.147, 0.068, 0.184], [0.211, -0.261, -0.122], [0.118, 0.113, -0.032], [-0.073, 0.021, 0.300], [-0.340, -0.122, -0.261], [0.027, 0.032, -0.009], [-0.013, 0.026, -0.008], [0.013, 0.041, 0.056], [0.012, -0.057, -0.007], [0.058, 0.066, -0.025], [0.048, 0.005, 0.008], [-0.058, 0.023, 0.024], [-0.030, -0.004, 0.020], [-0.002, 0.054, 0.010], [-0.071, -0.021, 0.024], [0.062, 0.161, -0.061], [-0.077, 0.094, -0.044]]}